Record 1
The following is a quantum chemistry calculation of C62H51O6P3SSiSr as an isolated structure in a non-equilibrium geometry, from OMol25.

Cartesian coordinates (Å):
Sr: 1.798 -0.104 0.264
C: 2.495 6.194 -2.236
C: 2.285 5.569 -3.452
C: 1.637 4.344 -3.458
C: 1.215 3.742 -2.245
C: 1.450 4.454 -1.070
C: 2.076 5.658 -1.053
P: 0.278 2.175 -2.014
C: 0.085 1.573 -3.688
C: -1.070 1.786 -4.466
C: -1.059 1.347 -5.772
C: -0.010 0.639 -6.355
C: 1.031 0.301 -5.537
C: 1.059 0.832 -4.260
C: -1.283 2.876 -1.377
C: -1.737 4.170 -1.673
C: -2.712 4.805 -0.947
C: -3.340 4.067 0.053
C: -3.060 2.717 0.207
C: -2.053 2.053 -0.525
Si: -1.501 0.206 -0.200
C: -2.838 -0.378 1.129
C: -3.993 -1.116 0.868
C: -4.871 -1.596 1.838
C: -4.581 -1.305 3.134
C: -3.589 -0.385 3.439
C: -2.673 -0.005 2.479
P: -1.033 0.915 2.855
C: -0.863 0.196 4.549
C: -0.933 0.786 5.769
C: -0.888 0.000 6.928
C: -0.791 -1.384 6.900
C: -0.732 -2.016 5.655
C: -0.728 -1.241 4.510
C: -1.567 2.619 3.215
C: -0.606 3.550 2.851
C: -0.881 4.904 3.148
C: -1.984 5.169 3.897
C: -3.024 4.212 4.125
C: -2.851 2.957 3.640
C: -2.076 -0.403 -1.917
C: -3.271 0.044 -2.478
C: -3.660 -0.283 -3.759
C: -2.871 -1.074 -4.531
C: -1.731 -1.669 -4.019
C: -1.341 -1.403 -2.686
P: 0.123 -2.114 -1.917
C: 0.934 -3.006 -3.316
C: 2.156 -2.457 -3.672
C: 2.855 -3.011 -4.712
C: 2.343 -4.143 -5.374
C: 1.151 -4.742 -4.990
C: 0.509 -4.240 -3.877
C: -0.434 -3.474 -0.891
C: 0.530 -4.418 -0.456
C: 0.150 -5.372 0.484
C: -1.080 -5.334 1.073
C: -2.018 -4.360 0.687
C: -1.651 -3.444 -0.285
H: 3.087 7.093 -2.163
H: 2.601 6.052 -4.332
H: 1.362 3.867 -4.350
H: 1.048 4.029 -0.087
H: 2.272 6.224 -0.104
H: -1.919 2.381 -4.076
H: -2.009 1.448 -6.301
H: -0.035 0.343 -7.397
H: 1.906 -0.265 -5.920
H: 2.003 0.648 -3.711
H: -1.187 4.765 -2.385
H: -3.067 5.792 -1.107
H: -4.155 4.516 0.595
H: -3.787 2.210 0.804
H: -4.326 -1.372 -0.171
H: -5.689 -2.198 1.522
H: -5.245 -1.596 3.958
H: -3.459 -0.198 4.519
H: -1.104 1.871 5.754
H: -0.887 0.422 7.897
H: -0.662 -1.962 7.785
H: -0.697 -3.057 5.682
H: -0.757 -1.752 3.556
H: 0.251 3.302 2.238
H: -0.137 5.722 2.997
H: -2.086 6.095 4.437
H: -4.019 4.521 4.352
H: -3.671 2.208 3.677
H: -3.955 0.781 -2.004
H: -4.606 0.119 -4.137
H: -3.180 -1.313 -5.505
H: -1.099 -2.237 -4.707
H: 2.557 -1.560 -3.178
H: 3.801 -2.622 -4.959
H: 2.993 -4.558 -6.095
H: 0.790 -5.627 -5.521
H: -0.472 -4.660 -3.463
H: 1.605 -4.406 -0.830
H: 0.902 -6.104 0.760
H: -1.451 -6.229 1.611
H: -3.009 -4.245 1.155
H: -2.327 -2.699 -0.680
O: 4.920 0.286 3.288
C: 4.041 -0.445 2.861
O: 2.854 -0.105 2.430
C: 4.281 -1.939 2.959
C: 4.667 -2.279 4.242
C: 4.920 -3.601 4.666
C: 4.873 -4.629 3.691
C: 4.462 -4.292 2.431
C: 4.129 -2.979 1.963
S: 3.384 -2.883 0.340
H: 4.799 -1.461 4.961
H: 5.270 -3.836 5.687
H: 4.966 -5.658 3.975
H: 4.414 -5.093 1.719
O: 0.939 -2.095 1.778
H: 1.677 -1.851 2.389
H: 1.335 -2.856 1.271
O: 4.741 1.752 -1.263
C: 4.421 0.675 -1.881
O: 3.376 0.066 -1.693
H: 5.131 0.277 -2.614
O: 2.770 2.471 0.727
H: 3.510 2.336 0.005
H: 3.162 2.002 1.464

Computed properties:
Frontier orbital gap in eV: 5.792
2S+1: 1
E_HOMO in hartree: -0.06604
LUMO in Eh: 0.14682
Charge: -2



Record 2
The following is a quantum chemistry calculation of C29H40MgN5O4 as an isolated structure, from OMol25.

Cartesian coordinates (Å):
Mg: -1.143 0.131 -0.554
C: -3.507 2.727 2.191
C: -3.177 1.963 0.941
O: -2.155 1.263 0.871
N: -4.044 2.067 -0.072
C: -3.925 1.357 -1.343
C: -2.912 1.986 -2.265
C: -3.294 2.793 -3.320
C: -2.312 3.377 -4.108
C: -0.984 3.138 -3.806
C: -0.686 2.310 -2.736
N: -1.626 1.738 -1.983
H: -2.696 2.609 2.903
H: -4.433 2.353 2.627
H: -3.642 3.786 1.970
H: -4.805 2.719 0.035
H: -4.910 1.345 -1.805
H: -3.676 0.310 -1.150
H: -4.344 2.956 -3.525
H: -2.584 4.005 -4.945
H: -0.184 3.569 -4.390
H: 0.340 2.081 -2.476
N: -1.461 -1.500 1.044
C: -1.639 -2.897 0.566
C: -2.517 -3.009 -0.679
C: -1.807 -2.489 -1.937
O: -1.708 -3.168 -2.932
O: -1.306 -1.307 -1.769
H: -0.783 -1.498 1.803
H: -2.328 -1.197 1.481
H: -2.063 -3.511 1.364
H: -0.651 -3.302 0.342
H: -3.446 -2.447 -0.522
H: -2.796 -4.051 -0.830
C: 0.405 3.697 3.751
C: 1.571 2.967 3.141
C: 2.865 3.465 3.265
C: 3.956 2.805 2.716
C: 5.349 3.357 2.837
C: 3.736 1.611 2.035
C: 2.455 1.104 1.920
C: 1.367 1.779 2.456
N: 2.221 -0.149 1.237
C: 2.843 -1.481 1.590
C: 3.958 -1.360 2.626
C: 4.466 -2.770 2.979
C: 3.336 -3.624 3.553
C: 2.221 -3.735 2.512
C: 2.755 -4.379 1.230
C: 3.908 -3.539 0.673
C: 5.022 -3.439 1.718
C: 3.398 -2.134 0.326
C: 1.713 -2.332 2.181
H: 0.602 4.766 3.826
H: 0.203 3.332 4.760
H: -0.497 3.562 3.154
H: 3.024 4.399 3.791
H: 5.346 4.330 3.324
H: 5.810 3.471 1.855
H: 5.984 2.690 3.422
H: 4.568 1.123 1.546
H: 0.362 1.383 2.366
H: 3.596 -0.851 3.524
H: 4.804 -0.798 2.233
H: 5.259 -2.653 3.721
H: 2.952 -3.178 4.475
H: 3.713 -4.617 3.807
H: 1.395 -4.328 2.909
H: 1.959 -4.454 0.484
H: 3.098 -5.396 1.437
H: 4.287 -3.999 -0.242
H: 5.865 -2.867 1.322
H: 5.394 -4.436 1.964
H: 2.627 -2.192 -0.445
H: 4.215 -1.520 -0.065
H: 1.330 -1.839 3.082
H: 0.913 -2.390 1.443
O: 0.783 0.789 -0.094
N: 1.360 -0.248 0.308

Computed properties:
Frontier orbital gap in eV: 8.627
2S+1: 1
E_HOMO in hartree: -0.40234
LUMO in Eh: -0.08529
Charge: +1



Record 3
The following is a quantum chemistry calculation of an isolated molecule of C22H34N4O5S in a non-equilibrium geometry, from OMol25.

Cartesian coordinates (Å):
C: 0.336 -1.579 -2.686
C: 0.055 -0.237 -2.021
C: 0.593 0.932 -2.856
N: 0.514 2.195 -2.141
C: 1.796 2.759 -1.770
C: 2.468 1.949 -0.658
C: 3.746 2.627 -0.180
C: -0.468 3.125 -2.660
C: -1.869 2.703 -2.197
N: -1.779 2.401 -0.789
C: -2.817 2.269 0.055
O: -3.972 2.489 -0.242
C: -2.359 1.770 1.424
C: -3.335 2.085 2.554
C: -2.773 1.526 3.861
C: -2.515 0.024 3.735
N: -1.696 -0.301 2.584
S: -0.041 -0.172 2.745
O: 0.306 -0.411 4.113
O: 0.491 1.009 2.112
C: 0.497 -1.572 1.755
C: 1.689 -1.463 1.057
C: 2.172 -2.514 0.291
C: 1.408 -3.667 0.258
C: 0.205 -3.765 0.978
C: -0.273 -2.725 1.742
O: -0.338 -4.997 0.768
C: 0.491 -5.686 -0.068
O: 0.306 -6.802 -0.455
N: 1.562 -4.872 -0.383
C: 2.635 -5.272 -1.249
C: -2.182 0.247 1.339
H: -0.071 -2.392 -2.089
H: -0.117 -1.619 -3.675
H: 1.407 -1.735 -2.796
H: 0.522 -0.214 -1.035
H: -1.021 -0.120 -1.885
H: 0.027 0.992 -3.793
H: 1.636 0.723 -3.122
H: 2.480 2.829 -2.635
H: 1.628 3.773 -1.400
H: 1.773 1.846 0.178
H: 2.707 0.950 -1.027
H: 3.528 3.617 0.215
H: 4.213 2.043 0.609
H: 4.456 2.733 -0.998
H: -0.256 4.115 -2.252
H: -0.450 3.198 -3.760
H: -2.597 3.502 -2.355
H: -2.210 1.822 -2.756
H: -0.842 2.144 -0.503
H: -1.384 2.206 1.655
H: -3.476 3.164 2.632
H: -4.305 1.637 2.330
H: -3.467 1.705 4.684
H: -1.828 2.023 4.092
H: -1.985 -0.353 4.610
H: -3.462 -0.516 3.625
H: 2.230 -0.533 1.124
H: 3.098 -2.435 -0.253
H: -1.191 -2.785 2.299
H: 2.681 -4.620 -2.123
H: 3.587 -5.234 -0.718
H: 2.434 -6.294 -1.566
H: -1.457 -0.022 0.568
H: -3.141 -0.227 1.105

Computed properties:
SMILES string: CCCN(CCC)CCNC(=O)[C@H]1CCCN(S(=O)(=O)c2ccc3c(c2)oc(=O)n3C)C1
Frontier orbital gap in eV: 9.168
2S+1: 1
E_HOMO in hartree: -0.32079
LUMO in Eh: 0.01613



Record 4
The following is a quantum chemistry calculation of C19H14AuBrN3O2S2 as an isolated structure in a non-equilibrium geometry, from OMol25.

Cartesian coordinates (Å):
Au: -0.130 -2.019 -0.056
Br: 1.801 -0.491 1.989
C: 2.642 -0.030 0.341
C: 3.473 1.072 0.419
C: 4.351 1.367 -0.648
C: 4.318 0.609 -1.791
C: 3.402 -0.462 -1.958
C: 3.395 -1.247 -3.138
C: 2.503 -2.274 -3.274
C: 1.550 -2.549 -2.289
C: 1.519 -1.736 -1.183
C: 2.500 -0.762 -0.901
H: 3.496 1.700 1.327
H: 5.025 2.216 -0.548
H: 5.010 0.757 -2.629
H: 4.115 -1.007 -3.915
H: 2.565 -2.934 -4.149
H: 0.842 -3.394 -2.348
N: -1.013 3.869 2.906
C: -1.402 3.030 1.914
C: -2.734 2.601 1.792
C: -3.103 1.694 0.831
C: -2.160 1.211 -0.096
C: -0.834 1.675 -0.018
C: -0.441 2.505 1.013
S: -2.745 0.074 -1.291
O: -3.697 0.798 -2.081
O: -1.666 -0.607 -1.955
N: -3.656 -0.965 -0.397
C: -3.230 -1.966 0.321
S: -4.476 -2.964 1.059
C: -3.351 -3.481 2.266
C: -2.103 -3.129 1.866
N: -1.977 -2.327 0.772
H: -1.665 4.146 3.629
H: -0.035 4.156 2.952
H: -3.482 2.939 2.508
H: -4.148 1.332 0.759
H: -0.133 1.273 -0.758
H: 0.594 2.756 1.180
H: -3.712 -3.955 3.187
H: -1.207 -3.477 2.390

Computed properties:
Frontier orbital gap in eV: 7.132
2S+1: 1
E_HOMO in hartree: -0.16531
LUMO in Eh: 0.09677
Charge: -1



Record 5
The following is a quantum chemistry calculation of a 2-piece molecular cluster, C2H10NOS overall in a non-equilibrium geometry, from OMol25.

Cartesian coordinates (Å):
C: 0.029 0.231 -1.188
C: 0.863 0.686 -0.055
S: 1.686 2.270 -0.393
N: -0.755 -1.100 -0.721
H: 0.724 -0.020 -2.071
H: -0.875 0.750 -1.544
H: 1.560 -0.066 0.265
H: 0.218 0.936 0.856
H: 2.853 2.387 0.173
H: -1.335 -1.414 -1.477
H: -1.273 -0.760 0.152
H: -0.160 -1.934 -0.566
H: -1.933 -0.586 2.236
H: -0.535 -0.614 2.571
O: -1.065 -0.766 1.761

Computed properties:
Frontier orbital gap in eV: 9.196
2S+1: 1
E_HOMO in hartree: -0.46663
LUMO in Eh: -0.12869
Charge: +1



Record 6
The following is a quantum chemistry calculation of C32H34N4O2PdSSi as an isolated structure in a non-equilibrium geometry, from OMol25.

Cartesian coordinates (Å):
Pd: 0.753 1.378 0.433
O: 1.256 5.177 2.004
C: 1.495 3.997 1.803
O: 0.609 3.066 1.666
C: 2.972 3.584 1.836
C: 3.911 4.516 2.268
C: 5.223 4.115 2.440
C: 5.553 2.790 2.188
C: 4.560 1.944 1.725
N: 3.296 2.329 1.537
H: 3.574 5.525 2.460
H: 5.978 4.817 2.778
H: 6.555 2.410 2.350
H: 4.792 0.903 1.509
C: -1.009 2.177 -0.267
Si: -2.276 0.821 -0.371
C: -1.713 -0.182 -1.864
N: -0.378 -0.744 -1.581
C: 0.423 -0.906 -2.797
C: -0.086 -2.017 -3.719
C: -0.312 -3.329 -2.928
C: 0.199 -3.195 -1.493
C: -0.470 -2.011 -0.803
C: -2.371 -0.298 1.140
C: -1.504 -0.143 2.227
C: -1.593 -0.962 3.347
C: -2.564 -1.950 3.408
C: -3.433 -2.126 2.337
C: -3.330 -1.313 1.217
C: -4.005 1.453 -0.762
C: -4.173 2.247 -1.905
C: -5.420 2.730 -2.275
C: -6.536 2.423 -1.507
C: -6.390 1.656 -0.359
C: -5.136 1.188 0.015
H: -1.246 2.967 0.446
H: -0.729 2.606 -1.230
H: -1.638 0.510 -2.713
H: -2.444 -0.957 -2.156
H: 1.456 -1.118 -2.517
H: 0.429 0.045 -3.330
H: 0.640 -2.166 -4.522
H: -1.018 -1.691 -4.186
H: 0.187 -4.162 -3.424
H: -1.379 -3.565 -2.893
H: 1.287 -3.082 -1.486
H: -0.035 -4.096 -0.922
H: -0.044 -1.873 0.189
H: -1.524 -2.260 -0.658
H: -0.771 0.647 2.222
H: -0.915 -0.817 4.181
H: -2.649 -2.577 4.287
H: -4.196 -2.894 2.379
H: -4.005 -1.481 0.383
H: -3.309 2.496 -2.518
H: -5.525 3.345 -3.160
H: -7.514 2.784 -1.800
H: -7.256 1.422 0.248
H: -5.041 0.613 0.929
N: 2.972 1.161 -1.851
C: 3.051 0.047 -1.098
N: 2.291 -0.202 -0.061
C: 2.627 -1.425 0.522
C: 2.047 -1.956 1.669
C: 2.470 -3.195 2.119
C: 3.451 -3.913 1.433
C: 4.049 -3.389 0.300
C: 3.632 -2.139 -0.135
S: 4.206 -1.210 -1.495
H: 2.405 1.896 -1.472
H: 3.702 1.387 -2.502
H: 1.286 -1.387 2.189
H: 2.029 -3.618 3.012
H: 3.761 -4.884 1.801
H: 4.811 -3.941 -0.237

Computed properties:
Frontier orbital gap in eV: 7.649
2S+1: 1
E_HOMO in hartree: -0.29697
LUMO in Eh: -0.01587



Record 7
The following is a quantum chemistry calculation of C40H40IrN7S4Sb as an isolated structure, from OMol25.

Cartesian coordinates (Å):
Ir: 0.858 0.173 0.944
N: 1.812 -3.790 0.005
C: 3.144 -3.474 0.076
C: 3.207 -2.140 0.338
N: 1.931 -1.633 0.426
C: 1.114 -2.670 0.229
C: -0.305 -2.429 0.288
N: -0.667 -1.180 0.513
C: -2.040 -1.165 0.610
C: -2.496 -2.433 0.421
N: -1.386 -3.220 0.221
H: 1.446 -4.715 -0.171
H: 3.922 -4.206 -0.056
H: 4.081 -1.547 0.494
H: -2.604 -0.269 0.796
H: -3.493 -2.839 0.417
H: -1.408 -4.218 0.067
N: -0.154 -0.071 4.948
C: 0.746 -1.119 5.085
C: 1.108 -1.866 6.202
C: 2.064 -2.836 6.003
C: 2.644 -3.047 4.739
C: 2.282 -2.304 3.636
C: 1.303 -1.323 3.817
N: 0.723 -0.390 2.949
C: -0.125 0.323 3.673
C: -0.906 1.337 3.001
C: -1.904 2.149 3.436
S: -2.547 3.035 2.132
C: -1.465 2.291 1.072
N: -0.640 1.443 1.645
H: -0.705 0.333 5.691
H: 0.668 -1.693 7.174
H: 2.384 -3.445 6.838
H: 3.403 -3.810 4.638
H: 2.757 -2.467 2.683
H: -2.301 2.261 4.433
H: -1.487 2.476 0.011
C: 3.779 1.320 -1.952
C: 2.382 0.809 -2.291
S: 0.927 1.139 -1.233
C: 1.178 2.903 -0.855
C: 2.199 3.208 0.236
S: 2.242 2.014 1.620
C: 4.032 1.915 1.909
C: 4.953 1.869 0.690
S: 4.593 0.579 -0.522
H: 3.816 2.407 -1.909
H: 4.397 1.044 -2.808
H: 2.363 -0.266 -2.472
H: 2.074 1.294 -3.223
H: 0.199 3.304 -0.621
H: 1.489 3.379 -1.787
H: 2.024 4.194 0.664
H: 3.191 3.209 -0.193
H: 4.169 1.056 2.567
H: 4.235 2.813 2.497
H: 5.958 1.639 1.050
H: 5.042 2.839 0.204
C: -0.592 3.868 -6.088
C: -0.485 2.507 -6.345
C: -1.179 1.594 -5.563
C: -1.996 2.065 -4.534
C: -2.085 3.430 -4.255
C: -1.386 4.330 -5.044
Sb: -3.116 0.658 -3.463
C: -5.151 1.090 -3.417
C: -6.036 0.012 -3.315
C: -7.399 0.253 -3.353
C: -7.870 1.556 -3.467
C: -6.985 2.628 -3.547
C: -5.620 2.403 -3.511
C: -2.883 -1.199 -4.402
C: -3.704 -1.518 -5.482
C: -3.500 -2.714 -6.157
C: -2.492 -3.579 -5.755
C: -1.675 -3.256 -4.678
C: -1.869 -2.065 -3.994
H: -0.061 4.575 -6.712
H: 0.122 2.155 -7.169
H: -1.113 0.535 -5.784
H: -2.711 3.801 -3.452
H: -1.475 5.392 -4.859
H: -5.671 -1.006 -3.241
H: -8.095 -0.573 -3.302
H: -8.936 1.740 -3.500
H: -7.363 3.636 -3.650
H: -4.941 3.241 -3.602
H: -4.493 -0.849 -5.805
H: -4.129 -2.967 -7.000
H: -2.338 -4.507 -6.289
H: -0.882 -3.931 -4.385
H: -1.223 -1.803 -3.161

Computed properties:
Frontier orbital gap (spin up / spin down) in eV: 7.424 / 6.060
2S+1: 2
Expectation value of S²: 0.7576
E_HOMO (spin up / spin down) in hartree: -0.63479 / -0.65323
LUMO (spin up / spin down) in Eh: -0.36197 / -0.43054
Charge: +4